Record 1
DFT (ωB97M-V with the def2-TZVPD basis set) results for 5 unconnected molecules or ions with the total composition C21H44O12PS4.

```
82
Properties=species:S:1:pos:R:3:lowdin_charge:R:1
O 0.5188 -3.8309 2.9264 0.02
C 0.2099 -3.2661 1.8954 -0.40
O -0.9249 -3.4847 1.2811 -0.01
C -1.4208 -2.3458 0.4842 -0.20
C -2.2581 -1.4244 1.3611 -0.27
P -4.0644 -1.1981 0.7390 0.49
O -4.2907 -2.9469 0.8996 -0.37
C -4.8486 -3.3105 2.1383 -0.29
C -5.5713 -2.0650 2.6319 -0.35
O -4.6848 -1.0236 2.3978 -0.36
H 0.8954 -2.5304 1.4635 0.11
H -0.5410 -1.8343 0.0818 0.10
H -1.9751 -2.7824 -0.3432 0.10
H -1.7845 -0.4382 1.3499 0.06
H -2.2061 -1.7828 2.3903 0.07
H -5.4297 -1.0656 0.2552 -0.02
H -3.6103 -1.3287 -0.6281 -0.02
H -3.8779 0.2402 0.6715 -0.04
H -4.0578 -3.5595 2.8627 0.10
H -5.5163 -4.1626 1.9643 0.10
H -5.8699 -2.1237 3.6867 0.10
H -6.5122 -1.9481 2.0622 0.09
C 5.1773 -0.6020 0.3938 -0.22
C 5.8389 -1.1854 -0.8635 -0.22
C 4.8718 -2.2202 -1.4506 -0.22
S 3.2193 -1.6849 -0.9704 0.67
O 2.6757 -2.6599 -0.0610 -0.31
O 2.5124 -1.2360 -2.1383 -0.31
C 3.7429 -0.2716 -0.0029 -0.22
H 5.7026 0.2815 0.7551 0.11
H 5.1780 -1.3447 1.1943 0.12
H 6.0103 -0.3867 -1.5884 0.11
H 6.8043 -1.6377 -0.6389 0.11
H 4.9084 -2.2757 -2.5354 0.10
H 5.0223 -3.2097 -1.0235 0.10
H 3.0597 -0.1543 0.8352 0.11
H 3.6909 0.6015 -0.6536 0.11
C 0.8564 -1.5982 6.0659 -0.22
C 0.6283 -0.4718 7.0878 -0.22
C -0.1323 0.6506 6.3702 -0.23
S -1.0842 -0.1595 5.0656 0.65
O -0.5656 0.3118 3.8083 -0.32
O -2.4805 -0.0720 5.3916 -0.31
C -0.4797 -1.8149 5.3666 -0.22
H 1.2042 -2.5138 6.5423 0.11
H 1.6092 -1.2955 5.3346 0.12
H 0.0277 -0.8520 7.9171 0.11
H 1.5674 -0.1057 7.5042 0.10
H -0.8237 1.1837 7.0178 0.09
H 0.5418 1.3541 5.8854 0.09
H -0.4068 -2.3475 4.4207 0.08
H -1.2010 -2.3066 6.0190 0.11
C -0.6652 1.2820 -6.1889 -0.23
C 0.7577 1.1430 -5.6304 -0.21
C 0.7250 0.0614 -4.5437 -0.22
S -0.6084 -1.0554 -4.9956 0.66
O -1.6400 -0.9835 -4.0005 -0.30
O -0.0679 -2.3237 -5.4202 -0.33
C -1.1503 -0.1401 -6.4419 -0.23
H -0.6880 1.8777 -7.1024 0.11
H -1.3022 1.7699 -5.4504 0.10
H 1.4356 0.8388 -6.4328 0.11
H 1.1268 2.0870 -5.2283 0.09
H 1.6451 -0.5141 -4.4952 0.09
H 0.4997 0.4722 -3.5643 0.07
H -2.2300 -0.2370 -6.5275 0.10
H -0.6616 -0.5851 -7.3090 0.10
C 0.4466 6.0648 -2.3743 -0.22
C 0.0877 5.5931 -0.9577 -0.21
C -0.6227 4.2409 -1.0899 -0.20
S 0.0205 3.4874 -2.5900 0.66
O -1.0435 3.3746 -3.5527 -0.30
O 0.8429 2.3559 -2.2492 -0.32
C 1.0712 4.8594 -3.0692 -0.23
H 1.1302 6.9130 -2.3592 0.11
H -0.4573 6.3706 -2.9055 0.12
H 1.0009 5.4757 -0.3707 0.12
H -0.5440 6.3136 -0.4404 0.11
H -0.4244 3.5663 -0.2611 0.11
H -1.6968 4.3506 -1.2251 0.11
H 1.0854 4.9258 -4.1548 0.10
H 2.0713 4.6504 -2.6902 0.11
```

The total charge is -1. The HOMO energy comes out at -3.641 eV. For the LUMO energy, the calculation gives 1.69 eV. The orbital gap comes out at 0.196 Ha. The value obtained for the maximum force is 0.96 eV Å⁻¹.

=====

Record 2
DFT (ωB97M-V with the def2-TZVPD basis set) results for 3 unconnected molecules or ions with the total composition C21H45BrClN2O4PSi.

```
76
Properties=species:S:1:pos:R:3:lowdin_spin:R:1
C 0.8902 -1.7540 4.5404 0.00
C 0.3165 -0.4919 5.1513 0.00
O -0.1991 0.3780 4.1450 0.00
C -1.2250 -0.2219 3.3727 0.00
Si -2.3498 1.1044 2.6533 0.00
Cl -2.2009 2.8900 3.6567 0.00
P -4.5770 0.5978 2.8358 0.00
O -4.4076 -0.8933 2.1281 0.00
Br -4.4748 0.1082 5.0428 0.00
H 1.3965 -1.5148 3.6047 0.00
H 1.6146 -2.2317 5.2033 0.00
H 0.1215 -2.4901 4.3078 0.00
H -0.4723 -0.7258 5.8782 0.00
H 1.0763 0.1014 5.6598 0.00
H -1.8357 -0.9082 3.9742 0.00
H -0.8065 -0.8205 2.5524 0.00
H -2.0815 1.3626 1.2208 0.00
H -5.2422 -1.3655 2.0549 0.00
C 0.4414 -1.7375 -1.7026 0.01
C 1.0636 -2.3062 -0.4295 0.02
C 2.1499 -3.3500 -0.7347 0.02
C 1.5908 -4.6704 -1.2499 0.00
C 0.5714 -5.2510 -0.2763 0.02
C -0.5823 -4.2846 0.0336 0.02
N 0.0391 -2.9756 0.4473 0.40
O 0.2333 -2.8386 1.7015 0.49
C -1.5200 -4.1276 -1.1650 0.01
C -1.4051 -4.7958 1.2135 0.00
C 1.6545 -1.1393 0.3547 0.00
H 0.0087 -2.4814 -2.3614 0.00
H -0.3256 -1.0066 -1.4447 0.00
H 1.2250 -1.2164 -2.2551 0.00
H 2.7087 -3.5329 0.1880 0.00
H 2.8469 -2.9140 -1.4557 0.00
H 1.1480 -4.5386 -2.2413 0.00
H 2.4096 -5.3821 -1.3755 0.00
H 0.1450 -6.1804 -0.6651 0.00
H 1.0719 -5.4910 0.6668 0.00
H -2.1329 -3.2312 -1.0648 0.00
H -2.1836 -4.9929 -1.1896 0.00
H -1.0035 -4.0924 -2.1199 0.00
H -0.7831 -4.9807 2.0842 0.00
H -1.8939 -5.7252 0.9152 0.00
H -2.1711 -4.0698 1.4900 0.00
H 0.8714 -0.4600 0.6911 0.00
H 2.3153 -0.5772 -0.3076 0.00
H 2.2153 -1.4791 1.2213 0.00
C -1.2449 3.2904 -3.2057 0.00
C -0.7141 3.1030 -1.7865 0.02
C -0.8557 4.3833 -0.9474 0.02
C 0.1185 5.4815 -1.3562 0.00
C 1.5579 4.9824 -1.3035 0.02
C 1.7934 3.7305 -2.1624 0.02
N 0.7432 2.7210 -1.7681 0.40
O 1.0790 1.9502 -0.8076 0.50
C 1.7576 4.0569 -3.6565 0.00
C 3.1562 3.1195 -1.8460 0.00
C -1.5027 1.9653 -1.1449 0.00
H -0.7751 4.0974 -3.7544 0.00
H -1.1274 2.3690 -3.7786 0.00
H -2.3106 3.5150 -3.1385 0.00
H -0.6827 4.1203 0.1003 0.00
H -1.8893 4.7317 -1.0285 0.00
H -0.1253 5.8592 -2.3533 0.00
H 0.0089 6.3284 -0.6758 0.00
H 2.2532 5.7599 -1.6330 0.00
H 1.8134 4.7333 -0.2693 0.00
H 1.6083 3.1542 -4.2498 0.00
H 2.7217 4.4872 -3.9300 0.00
H 0.9963 4.7831 -3.9265 0.00
H 3.2656 2.9128 -0.7859 0.00
H 3.9295 3.8238 -2.1584 0.00
H 3.2941 2.1854 -2.3922 0.00
H -1.3217 1.0316 -1.6774 0.00
H -2.5663 2.2034 -1.2129 0.00
H -1.2328 1.8244 -0.1019 0.00
```

As for the spin multiplicity: 3. The total charge is 0. The HOMO energy (spin up / spin down) comes out at -7.837 / -8.704 eV. For the LUMO energy (spin up / spin down), the calculation gives 0.34 / 0.32 eV. The orbital gap (spin up / spin down) comes out at 0.300 / 0.332 Ha. For the relative energy (zero: lowest compared OMol25 entry of this formula, charge and spin), the calculation gives 0.0 kJ/mol. The value obtained for the maximum force is 0.60 eV Å⁻¹.

=====

Record 3
DFT (ωB97M-V with the def2-TZVPD basis set) results for 6 unconnected molecules or ions with the total composition C21H45N2O7PS at a distorted geometry.

```
77
Properties=species:S:1:pos:R:3:lowdin_charge:R:1
N 4.5666 1.5027 7.2537 -0.31
P 5.4432 0.9384 6.0207 0.73
O 5.0184 1.7659 4.5717 -0.20
C 4.6270 0.9159 3.5133 -0.54
O 4.3873 1.4749 2.4073 0.02
N 4.4182 -0.5362 3.5851 -0.38
S 5.0823 -1.3931 2.2346 0.75
H 4.0457 0.6945 7.6532 -0.04
H 5.2404 -0.4720 5.9787 0.02
H 6.8207 1.1886 6.2614 0.01
H 3.4462 -0.7974 3.7901 0.09
H 6.4529 -1.5675 2.4953 -0.12
C 3.0203 3.2295 -0.1362 -0.18
C 1.5125 3.3407 -0.1908 -0.17
C 1.2741 3.6827 -1.6487 -0.20
O 2.3312 3.0675 -2.3969 -0.14
C 3.3393 2.6124 -1.4832 -0.20
H 3.3871 2.6351 0.7019 0.08
H 3.4640 4.2287 -0.0681 0.12
H 1.0605 2.3713 0.0447 0.11
H 1.1011 4.0842 0.4942 0.10
H 1.3285 4.7636 -1.8177 0.12
H 0.3090 3.3217 -2.0121 0.12
H 3.2846 1.5189 -1.4414 0.11
H 4.3267 2.8978 -1.8529 0.12
C 2.4368 3.7085 4.0631 -0.18
C 3.2438 4.7737 3.3559 -0.17
C 2.1816 5.8023 3.0200 -0.20
O 1.1832 5.7180 4.0458 -0.14
C 1.4189 4.5356 4.8230 -0.20
H 3.0316 3.0658 4.7120 0.09
H 1.9296 3.0765 3.3258 0.12
H 3.9759 5.2043 4.0472 0.12
H 3.7780 4.4096 2.4768 0.10
H 1.6987 5.5771 2.0628 0.10
H 2.5800 6.8188 2.9782 0.12
H 1.8095 4.8476 5.7976 0.12
H 0.4774 4.0042 4.9791 0.12
C 0.1371 -3.4788 1.1262 -0.17
C 0.7445 -2.9572 -0.1571 -0.17
C 1.4115 -1.6776 0.3061 -0.20
O 1.8028 -1.8842 1.6713 -0.19
C 1.1818 -3.0851 2.1519 -0.21
H -0.0638 -4.5513 1.1133 0.12
H -0.8033 -2.9566 1.3308 0.12
H 1.4996 -3.6609 -0.5224 0.12
H 0.0166 -2.7941 -0.9533 0.10
H 0.7136 -0.8339 0.2816 0.12
H 2.2888 -1.4211 -0.2925 0.12
H 1.9594 -3.8518 2.2406 0.12
H 0.7534 -2.9072 3.1411 0.12
C -1.8332 -2.0444 -4.9570 -0.18
C -3.0398 -2.9523 -4.8714 -0.18
C -2.5584 -4.0294 -3.9199 -0.20
O -1.6191 -3.4080 -3.0308 -0.15
C -1.2901 -2.1088 -3.5432 -0.22
H -2.0693 -1.0281 -5.2766 0.12
H -1.1030 -2.4628 -5.6575 0.12
H -3.8809 -2.4100 -4.4268 0.11
H -3.3609 -3.3485 -5.8360 0.12
H -2.0347 -4.8284 -4.4557 0.12
H -3.3726 -4.4731 -3.3425 0.12
H -1.7705 -1.3637 -2.8992 0.12
H -0.2087 -1.9597 -3.5017 0.12
C -8.7843 -2.2625 -4.2120 -0.18
C -7.8569 -1.8664 -3.0857 -0.18
C -7.0947 -3.1531 -2.8374 -0.21
O -7.0219 -3.8429 -4.0940 -0.15
C -7.9150 -3.2060 -5.0188 -0.21
H -9.1519 -1.4174 -4.7964 0.11
H -9.6479 -2.8021 -3.8094 0.12
H -7.1700 -1.0854 -3.4280 0.11
H -8.3750 -1.4999 -2.1979 0.11
H -7.6257 -3.8000 -2.1310 0.12
H -6.0859 -2.9753 -2.4569 0.11
H -7.3075 -2.6594 -5.7484 0.12
H -8.4970 -3.9636 -5.5480 0.12
```

Its SMILES is N=[PH2]OC(=O)NS.C1CCOC1.C1CCOC1.C1CCOC1.C1CCOC1.C1CCOC1. The total charge is 0. The HOMO energy comes out at -9.142 eV. For the LUMO energy, the calculation gives 0.13 eV. The orbital gap comes out at 0.341 Ha. The value obtained for the maximum force is 6.14 eV Å⁻¹.

=====

Look up the maximum force of the third one. 6.14 eV Å⁻¹